Record 1
{
  "formula": "C6H6N2O2",
  "method": "ωB97M-V with the def2-TZVPD basis set",
  "total_energy_ha": -492.12204,
  "smiles": "O=c1cc[nH]c(=O)[nH]1.C#C",
  "relative_energy_kj_mol": 318.8,
  "orbital_gap_ha": 0.3663,
  "symbols": ["C", "C", "C", "C", "C", "C", "H", "H", "H", "H", "H", "H", "N", "N", "O", "O"],
  "xyz": [[-1.644, 2.804, 0.610], [-0.458, 2.633, 0.488], [1.145, 0.076, 0.603], [1.552, -1.240, 0.495], [0.858, -2.214, -0.125], [-0.870, -0.668, -0.782], [-2.657, 3.041, 0.725], [0.548, 2.290, 0.334], [-0.471, 1.231, -0.159], [2.416, -1.589, 1.078], [1.196, -3.214, 0.024], [-0.682, -2.648, -1.472], [-0.122, 0.262, -0.049], [-0.359, -1.915, -0.624], [1.812, 0.956, 1.054], [-1.872, -0.442, -1.498]],
  "atomic_forces_ev_per_a": [[1.47, 0.36, -0.04], [-0.90, 1.93, 0.46], [-2.10, 0.00, -2.09], [1.92, -3.87, 1.01], [0.41, 1.99, 1.85], [-1.06, 1.48, -0.74], [-0.72, 0.03, 0.05], [0.20, 1.19, 0.58], [-0.19, -1.94, -0.24], [-0.21, 0.60, -0.49], [-0.19, -0.69, -0.66], [0.59, 2.78, 3.26], [-0.60, -0.30, -0.92], [-1.58, -5.18, -4.82], [0.42, 1.77, 0.83], [2.54, -0.16, 1.95]]
}

Record 2
{
  "formula": "C2H5OP",
  "method": "ωB97M-V with the def2-TZVPD basis set",
  "total_energy_ha": -495.72692,
  "smiles": "CPC=O",
  "relative_energy_kj_mol": 140.7,
  "orbital_gap_ha": 0.3569,
  "symbols": ["C", "C", "O", "P", "H", "H", "H", "H", "H"],
  "xyz": [[2.001, 0.693, -0.125], [-0.517, -0.379, -0.160], [2.513, 1.334, 0.723], [0.355, 1.424, -0.575], [2.282, -0.207, -0.621], [-0.611, -0.523, 0.900], [0.068, -1.063, -0.682], [-1.489, -0.404, -0.644], [0.229, 1.979, 0.601]],
  "atomic_forces_ev_per_a": [[-3.07, 1.87, -0.53], [-0.73, 3.40, -0.56], [2.91, 0.01, 1.66], [-1.12, -3.70, -2.81], [1.10, -1.16, -0.30], [0.20, -0.24, 0.34], [1.23, -1.44, -0.51], [-0.17, 0.13, 0.16], [-0.35, 1.12, 2.54]]
}

Record 3
{
  "formula": "C4H12FO2Pb",
  "method": "ωB97M-V with the def2-TZVPD basis set",
  "total_energy_ha": -602.40815,
  "relative_energy_kj_mol": 41.1,
  "orbital_gap_ha": 0.1469,
  "total_charge": 1,
  "symbols": ["Pb", "F", "C", "C", "O", "H", "H", "H", "H", "H", "H", "C", "C", "O", "H", "H", "H", "H", "H", "H"],
  "xyz": [[2.029, 0.458, -3.885], [0.431, 1.205, -2.084], [2.770, 0.233, 1.861], [1.375, 0.066, 1.247], [0.864, 1.307, 0.785], [3.087, -0.734, 2.254], [2.677, 0.874, 2.740], [3.533, 0.691, 1.233], [0.784, -0.497, 1.969], [1.540, -0.607, 0.398], [0.654, 1.299, -0.155], [-1.777, -0.540, 0.144], [-2.766, -0.610, -1.089], [-2.342, 0.229, -2.161], [-2.090, -1.315, 0.843], [-1.914, 0.445, 0.586], [-0.754, -0.659, -0.209], [-3.759, -0.299, -0.763], [-2.941, -1.628, -1.446], [-1.401, 0.080, -2.265]],
  "atomic_forces_ev_per_a": [[-2.50, 1.22, 2.82], [2.54, -1.30, -2.85], [-0.65, 0.30, 0.97], [1.76, -0.10, -1.01], [-0.08, -0.04, 0.70], [0.25, -0.04, -0.21], [0.06, 0.11, 0.00], [-0.15, -0.20, -0.30], [-0.64, 0.53, -0.05], [-0.38, -0.18, -0.21], [-0.06, -0.30, 0.13], [-1.74, 0.07, -1.56], [0.49, -0.11, 0.95], [-0.30, -0.17, 0.10], [0.37, 0.00, 0.14], [0.32, -0.06, 0.16], [0.04, -0.19, 0.22], [0.09, 0.43, -0.10], [0.44, -0.20, -0.01], [0.14, 0.23, 0.12]]
}

Record 4
{
  "formula": "C15H12BIN2O2SZn",
  "method": "ωB97M-V with the def2-TZVPD basis set",
  "total_energy_ha": -3337.34718,
  "orbital_gap_ha": 0.1053,
  "total_charge": 2,
  "symbols": ["C", "C", "C", "C", "C", "C", "C", "C", "C", "S", "C", "C", "C", "I", "C", "B", "N", "O", "C", "C", "N", "O", "H", "H", "H", "H", "H", "H", "H", "H", "H", "H", "H", "H", "Zn"],
  "xyz": [[-5.048, 1.576, 1.090], [-4.530, 0.560, 1.949], [-3.749, -0.640, 2.772], [-2.145, -0.247, 2.814], [-1.625, 0.856, 3.958], [-0.018, 1.234, 3.982], [1.078, 0.524, 2.948], [0.549, -0.582, 1.811], [-1.087, -0.926, 1.762], [-1.577, -2.156, 0.384], [-0.452, -1.600, -1.058], [-0.929, -1.518, -2.624], [0.163, -0.961, -3.762], [-0.569, -0.849, -5.819], [1.686, -0.495, -3.380], [2.830, 0.090, -4.399], [4.197, 0.463, -3.775], [2.701, 0.349, -5.844], [2.101, -0.638, -1.766], [1.087, -1.156, -0.587], [1.517, -1.250, 0.860], [2.790, -0.868, 1.057], [-5.477, 2.512, 0.487], [-4.101, -0.685, 3.909], [-3.899, -1.677, 2.221], [-2.438, 1.335, 4.667], [0.342, 2.041, 4.781], [2.237, 0.809, 2.980], [-2.020, -1.843, -2.908], [4.556, -0.376, -3.230], [4.060, 1.260, -3.083], [2.132, 1.192, -5.940], [3.196, -0.346, -1.468], [2.879, 0.130, 0.853], [-0.439, 3.882, 4.358]],
  "atomic_forces_ev_per_a": [[3.89, -6.88, 6.26], [-2.94, 6.63, -5.89], [0.32, 1.27, -0.53], [2.62, 1.14, 0.94], [1.78, -2.68, -3.80], [-0.28, -2.44, -2.26], [-3.21, -0.92, -0.48], [-0.86, 2.06, 2.57], [1.07, 1.26, 0.90], [1.79, 3.26, 0.10], [2.04, 1.20, -1.74], [3.68, 0.93, 1.74], [0.30, -0.51, 3.57], [0.71, -0.13, 2.19], [-3.39, -2.05, 4.33], [1.88, 1.28, -1.52], [-1.89, -1.09, 0.95], [-1.53, 1.32, 3.69], [-2.59, -0.89, -0.98], [-0.69, -0.13, -3.77], [-4.65, 3.48, -1.38], [1.00, 1.66, -0.06], [1.07, -2.70, 1.76], [0.55, 0.06, -2.72], [0.21, 2.27, 1.27], [1.94, -1.03, -1.55], [-0.39, -2.78, -1.52], [-3.01, -0.76, 0.14], [2.46, 0.74, 0.56], [-0.36, 1.52, -0.69], [0.43, -1.27, -1.14], [1.09, -1.99, -0.18], [-2.46, -0.70, -0.64], [-0.24, -1.80, 0.31], [-0.36, 0.69, -0.44]]
}

Record 5
{
  "formula": "C4H7MnO2",
  "method": "ωB97M-V with the def2-TZVPD basis set",
  "total_energy_ha": -1457.92699,
  "multiplicity": 7,
  "relative_energy_kj_mol": 80.6,
  "orbital_gap_ha": [0.2471, 0.3054],
  "symbols": ["O", "C", "C", "O", "C", "C", "Mn", "H", "H", "H", "H", "H", "H", "H"],
  "xyz": [[-0.972, 1.226, 1.828], [-0.676, 1.956, 0.911], [0.177, 1.567, -0.271], [0.808, 0.338, -0.155], [-0.007, -0.806, -0.491], [0.636, -2.074, -0.014], [-0.686, -3.167, 1.135], [-1.126, 2.971, 0.827], [0.938, 2.361, -0.377], [-0.464, 1.624, -1.173], [-0.103, -0.897, -1.587], [-1.055, -0.511, -0.309], [0.964, -2.673, -0.883], [1.567, -1.915, 0.559]],
  "atomic_forces_ev_per_a": [[0.38, 0.44, -0.43], [-0.88, -0.55, 0.23], [0.14, 0.17, -0.13], [0.14, -0.39, -0.02], [0.01, 1.25, -1.51], [0.49, -0.66, -0.04], [-0.44, -0.37, 0.47], [0.21, -0.01, 0.11], [-0.11, -0.28, -0.07], [0.08, 0.11, 0.18], [0.49, 0.28, -0.16], [0.05, -0.59, 1.20], [-0.11, 0.25, 0.25], [-0.46, 0.36, -0.08]]
}

Record 6
{
  "formula": "C10H12NO2S",
  "method": "ωB97M-V with the def2-TZVPD basis set",
  "total_energy_ha": -991.24461,
  "relative_energy_kj_mol": 318.7,
  "orbital_gap_ha": 0.2773,
  "total_charge": 1,
  "symbols": ["C", "C", "C", "C", "C", "C", "C", "C", "C", "C", "N", "O", "O", "S", "H", "H", "H", "H", "H", "H", "H", "H", "H", "H", "H", "H"],
  "xyz": [[-4.267, 1.445, -1.952], [1.554, 1.066, 0.491], [1.678, -1.320, 0.333], [2.300, -0.108, 0.430], [0.177, 1.097, 0.266], [0.270, -1.420, 0.123], [-0.333, -0.205, 0.249], [3.846, -0.067, 0.245], [-0.515, 2.408, 0.181], [-0.203, -2.757, -0.054], [-3.594, 0.939, -1.210], [-3.323, 0.327, 1.497], [-3.262, -1.606, -0.032], [-2.734, -0.358, 0.414], [-4.998, 1.749, -2.669], [1.904, 2.063, 0.666], [2.353, -2.112, 0.247], [4.092, 0.985, 0.500], [4.303, -0.782, 0.908], [4.032, -0.444, -0.704], [-0.262, 2.870, -0.886], [-1.665, 2.401, 0.176], [-0.240, 3.242, 0.849], [-0.192, -3.098, -1.026], [0.388, -3.508, 0.635], [-1.309, -2.808, 0.321]],
  "atomic_forces_ev_per_a": [[-1.79, 0.50, -1.67], [-0.70, -0.17, -0.43], [-1.25, 2.09, -0.61], [1.47, 0.69, -0.23], [-0.84, -1.08, 1.16], [1.68, 1.08, 1.00], [-0.04, 0.90, -0.37], [-2.43, 1.27, 2.71], [-1.94, 2.05, -2.79], [-2.85, -2.76, 4.25], [1.52, -0.62, 1.30], [0.02, 0.49, 0.25], [0.22, 0.56, -0.11], [1.47, -1.21, 0.05], [0.06, 0.39, -0.09], [0.95, 0.22, -0.09], [0.20, -1.84, -0.09], [0.74, -0.90, -0.66], [0.31, 0.04, 0.60], [0.62, 0.12, -2.04], [-0.47, -1.05, 2.00], [1.73, -0.44, 0.18], [0.31, -0.94, 0.20], [0.13, -0.68, -2.19], [-1.10, 1.54, -1.52], [1.97, -0.26, -0.82]]
}

Q: What is the formula in the fourth record?
A: C15H12BIN2O2SZn